No. 1
Entry from the Open Molecules 2025 dataset: a single C3H5N3OS molecule at a distorted geometry (wB97M-V/def2-TZVPD).

Each line ends with the Mulliken charge.
Geometry (Å):
H 1.410 -2.249 -2.175  0.249
N 1.568 -1.268 -2.199  -0.615
C 0.910 -0.493 -1.400  0.032
N -0.408 -0.927 -0.962  -0.208
C -0.769 -0.409 0.346  0.488
O -1.859 -0.780 0.834  -0.596
N -0.107 0.732 0.893  -0.065
C -0.404 1.400 2.111  -0.185
S 0.178 2.894 2.517  -0.258
H 1.212 0.523 -1.281  0.317
H -1.126 -1.578 -1.444  0.304
H 0.637 1.219 0.157  0.202
H -1.243 0.936 2.602  0.337

Computed properties:
SMILES string: [H]/N=C\NC(=O)NC=S
Gap between HOMO and LUMO in eV: 8.7639
Lowest unoccupied orbital energy in eV: -0.47
Molecular weight in g/mol: 131.16

---

No. 2
Entry from the Open Molecules 2025 dataset: a single C3H5N3S molecule at a distorted geometry (wB97M-V/def2-TZVPD).

Each line ends with the Mulliken charge.
Geometry (Å):
N 0.757 1.621 -1.188  -0.877
N 0.135 0.504 -0.554  0.419
C 0.131 -0.660 -0.853  0.049
N -0.359 -1.448 0.124  -0.676
C -0.630 -0.630 1.147  0.401
S -1.422 -1.227 2.505  -0.324
C -0.280 0.674 0.746  -0.307
H 0.667 1.507 -2.257  0.298
H 1.843 1.423 -1.095  0.288
H 0.353 -0.988 -1.936  0.264
H -1.020 -2.499 2.138  0.165
H -0.176 1.724 1.222  0.301

Computed properties:
SMILES string: Nn1cnc(S)c1
Gap between HOMO and LUMO in eV: 8.7104
Lowest unoccupied orbital energy in eV: 0.62
Molecular weight in g/mol: 115.16

---

No. 3
Entry from the Open Molecules 2025 dataset: a single C3H5N3S molecule at a distorted geometry (wB97M-V/def2-TZVPD).

Each line ends with the Mulliken charge.
Geometry (Å):
C 1.123 -0.883 0.535  -0.234
C -2.642 1.101 0.156  -0.327
C 1.883 -0.244 -0.563  -0.398
N -0.155 -0.954 0.690  -0.014
N -1.805 0.299 -0.461  -0.256
N -1.143 -0.649 0.083  -0.183
S 3.321 0.639 0.207  -0.136
H 1.656 -1.562 1.152  0.392
H -2.688 1.087 1.207  0.318
H -3.345 1.634 -0.520  0.254
H 2.369 -0.967 -1.249  0.281
H 1.425 0.497 -1.235  0.302

Computed properties:
Gap between HOMO and LUMO (spin up / spin down) in eV: 8.0686 / 5.4722
Lowest unoccupied orbital energy (spin up / spin down) in eV: -0.50 / -2.03
Molecular weight in g/mol: 115.16

---

No. 4
Entry from the Open Molecules 2025 dataset: a molecular structure, C3H5N3S at a distorted geometry (wB97M-V/def2-TZVPD).

Each line ends with the Mulliken charge.
Geometry (Å):
C 0.154 -0.602 -0.620  0.190
C 1.032 -1.547 -0.129  -0.412
C 1.556 -0.949 1.065  -0.252
H -0.829 -1.509 -2.103  0.301
H -1.045 0.556 -2.380  0.316
H 1.387 -2.518 -0.420  0.337
H 2.295 -1.385 1.648  0.444
H -2.261 0.331 0.546  0.173
N -0.312 -0.435 -1.986  -0.606
N 0.869 0.136 1.362  -0.828
N 0.029 0.336 0.286  0.531
S -1.256 1.428 0.199  -0.193

Computed properties:
Gap between HOMO and LUMO in eV: 8.7142
Lowest unoccupied orbital energy in eV: 0.28
Molecular weight in g/mol: 115.16

---

No. 5
Entry from the Open Molecules 2025 dataset: a single C3H5N3S molecule at a distorted geometry (wB97M-V/def2-TZVPD).

Each line ends with the Mulliken charge.
Geometry (Å):
C -2.771 -0.475 -0.143  -0.748
N -1.458 -1.040 0.020  -0.492
C -0.400 -0.341 0.049  0.750
C -0.510 1.128 0.063  0.061
N -0.617 2.271 0.061  -0.357
N 0.843 -0.831 0.266  -0.321
S 2.288 -0.124 -0.210  -0.148
H -2.815 0.608 -0.208  0.350
H -3.372 -0.771 0.732  0.235
H -3.256 -0.996 -0.968  0.245
H 0.812 -1.776 0.547  0.271
H 2.735 0.255 1.026  0.154

Computed properties:
SMILES string: C/N=C(\C#N)NS
Gap between HOMO and LUMO in eV: 10.2441
Lowest unoccupied orbital energy in eV: 0.65
Molecular weight in g/mol: 115.16

---

No. 6
Entry from the Open Molecules 2025 dataset: a single C3H5N3S2 molecule at a distorted geometry (wB97M-V/def2-TZVPD).

Each line ends with the Mulliken charge.
Geometry (Å):
H -1.574 0.627 1.968  0.267
N -0.585 0.173 1.993  -0.502
C -0.002 0.023 0.933  0.505
C 1.405 -0.184 1.231  -0.315
S 2.797 -0.140 0.408  -0.193
N -0.632 0.165 -0.362  0.005
S -2.095 1.017 -0.466  -0.210
C -0.317 -0.877 -1.227  0.233
N -0.939 -1.070 -2.276  -0.580
H -0.508 -1.955 -2.809  0.269
H 1.687 -0.189 2.370  0.285
H -2.916 0.106 -0.917  0.155
H 0.659 -1.267 -0.792  0.080

Computed properties:
SMILES string: [H]/N=C(/C=S)N(S)/C=N/[H]
Gap between HOMO and LUMO in eV: 7.9745
Lowest unoccupied orbital energy in eV: -1.12
Molecular weight in g/mol: 147.23

---

No. 7
Entry from the Open Molecules 2025 dataset: a molecular structure, C3H5N4 at a distorted geometry (wB97M-V/def2-TZVPD).

Each line ends with the Mulliken charge.
Geometry (Å):
C -2.038 -0.316 -0.316  0.157
C -1.193 0.694 0.198  0.262
C 0.587 -0.213 -0.026  0.455
N -2.469 -1.335 -0.594  -0.245
N -1.413 1.748 0.676  -0.331
N 0.828 -0.707 -1.184  -0.332
N 1.335 -0.333 1.018  -0.307
H -0.860 2.621 0.785  0.329
H 0.019 -0.683 -1.713  0.216
H 1.764 -0.975 -1.616  0.285
H 1.221 0.254 1.876  0.280
H 2.218 -0.755 0.897  0.231

Computed properties:
Gap between HOMO and LUMO in eV: 10.1402
Lowest unoccupied orbital energy in eV: -4.75
Molecular weight in g/mol: 97.10
Total charge: +1

---

No. 8
Entry from the Open Molecules 2025 dataset: 2 unconnected molecules or ions with the total composition C3H5N4 at a distorted geometry (wB97M-V/def2-TZVPD).

Each line ends with the Mulliken charge.
Geometry (Å):
C 1.174 -0.547 0.346  -0.092
C 0.443 0.945 2.304  -0.248
C -1.628 -0.463 -2.733  -0.048
N -0.742 0.549 0.262  -0.424
N 0.565 -0.831 -0.702  -0.284
N 0.367 0.375 1.106  0.306
N -0.530 -0.067 -0.788  0.067
H 2.106 -1.048 0.652  0.378
H -0.464 1.558 2.566  0.324
H 1.480 0.932 2.819  0.273
H -1.808 -1.458 -2.486  0.375
H -0.962 0.055 -3.348  0.373

Computed properties:
Gap between HOMO and LUMO (spin up / spin down) in eV: 9.0447 / 5.7874
Lowest unoccupied orbital energy (spin up / spin down) in eV: -6.97 / -6.71
Molecular weight in g/mol: 97.10
Total charge: +1

---

No. 9
Entry from the Open Molecules 2025 dataset: a gas-phase ion, C3H5N4 (charge +1) at a distorted geometry (wB97M-V/def2-TZVPD).

Each line ends with the Mulliken charge.
Geometry (Å):
C -2.419 -0.755 -0.153  -0.164
N -1.369 -0.075 0.090  0.506
N -1.149 1.560 0.047  -0.135
N 0.023 1.604 -0.066  0.023
C 0.764 0.307 0.074  0.617
C 2.126 0.048 -0.078  -0.939
N -0.151 -0.571 0.234  -0.540
H -3.347 -0.251 -0.043  0.319
H -2.248 -1.780 -0.031  0.317
H 2.314 -1.063 -0.335  0.305
H 2.696 0.223 0.854  0.313
H 2.759 0.753 -0.593  0.378

Computed properties:
SMILES string: C=[N+]1N=NC(C)=N1
Gap between HOMO and LUMO in eV: 9.4859
Lowest unoccupied orbital energy in eV: -6.65
Molecular weight in g/mol: 97.10
Total charge: +1

---

No. 10
Entry from the Open Molecules 2025 dataset: a gas-phase ion, C3H5N4O (charge +1) at a distorted geometry (wB97M-V/def2-TZVPD).

Each line ends with the Mulliken charge.
Geometry (Å):
C -1.237 -0.869 0.076  -0.183
C -0.983 0.340 -0.701  0.607
C 1.315 0.857 -0.138  0.315
N 3.100 0.409 1.298  -0.959
N 2.092 0.450 0.659  0.709
N 0.135 1.057 -0.695  -0.154
N -0.349 -1.399 0.797  -0.442
O -1.916 0.850 -1.487  -0.424
H -2.265 -1.239 -0.038  0.267
H 3.391 -0.447 1.749  0.294
H 0.085 1.884 -1.305  0.303
H -0.629 -2.230 1.310  0.294
H -2.740 0.337 -1.524  0.374

Computed properties:
Gap between HOMO and LUMO in eV: 6.7959
Lowest unoccupied orbital energy in eV: -5.85
Molecular weight in g/mol: 113.10
Total charge: +1

---

No. 11
Entry from the Open Molecules 2025 dataset: a gas-phase ion, C3H5N4O2 (charge -1) at a distorted geometry (wB97M-V/def2-TZVPD).

Each line ends with the Mulliken charge.
Geometry (Å):
N -0.498 -0.520 -1.398  -0.519
N -0.105 0.810 -0.927  -0.881
N 0.628 0.749 0.150  0.552
N 1.934 -0.014 -0.074  -0.631
C 0.113 0.765 1.468  0.551
O 0.799 0.636 2.491  -0.689
C -1.282 1.297 1.333  -0.904
C -1.810 1.587 0.153  0.825
O -2.647 1.877 -0.649  -0.544
H -0.448 -0.612 -2.396  0.225
H -1.518 -0.546 -1.201  0.252
H 2.766 0.606 -0.063  0.191
H 1.819 -0.482 -0.964  0.294
H -1.876 1.512 2.291  0.278

Computed properties:
SMILES string: N[N-]N(N)C(=O)C=C=O
Gap between HOMO and LUMO in eV: 7.4449
Lowest unoccupied orbital energy in eV: 4.13
Molecular weight in g/mol: 129.10
Total charge: -1

---

No. 12
Entry from the Open Molecules 2025 dataset: a single C3H5N5 molecule at a distorted geometry (wB97M-V/def2-TZVPD).

Each line ends with the Mulliken charge.
Geometry (Å):
H -0.017 2.729 -0.116  0.181
N -0.486 1.810 -0.021  -0.693
C 0.300 0.772 0.029  0.396
N 1.660 0.669 0.074  0.107
N 2.022 -0.659 -0.057  -0.583
C 0.944 -1.348 -0.115  -0.036
N -0.214 -0.531 -0.021  0.474
N -1.545 -0.940 0.238  -0.756
C -2.505 -0.151 -0.108  -0.303
H 2.394 1.322 0.298  0.203
H 0.906 -2.457 -0.129  0.393
H -3.460 -0.498 0.077  0.306
H -2.312 0.821 -0.453  0.311

Computed properties:
SMILES string: [H]/N=c1\[nH]ncn1N=C
Gap between HOMO and LUMO in eV: 9.2985
Lowest unoccupied orbital energy in eV: 1.02
Molecular weight in g/mol: 111.11

---

No. 13
Entry from the Open Molecules 2025 dataset: a molecular structure, C3H5N5 at a distorted geometry (wB97M-V/def2-TZVPD).

Each line ends with the Mulliken charge.
Geometry (Å):
C 0.755 -0.929 2.061  -0.085
C -0.131 0.334 0.707  0.398
C -0.208 -0.248 -1.694  -0.301
N 0.128 0.298 1.985  -0.590
N 1.087 -1.501 0.914  -0.804
N 0.447 -0.716 0.038  0.280
N -0.832 1.232 -0.115  -0.357
N -0.466 1.022 -1.398  -0.140
H 1.334 -1.282 2.943  0.342
H 0.535 -0.484 -2.447  0.306
H -1.023 -0.820 -1.371  0.422
H -1.860 1.432 -0.035  0.265
H 0.236 1.661 -1.590  0.262

Computed properties:
Gap between HOMO and LUMO in eV: 9.1526
Lowest unoccupied orbital energy in eV: 0.54
Molecular weight in g/mol: 111.11

---

No. 14
Entry from the Open Molecules 2025 dataset: a molecular structure, C3H5N5 at a distorted geometry (wB97M-V/def2-TZVPD).

Each line ends with the Mulliken charge.
Geometry (Å):
C 0.865 -1.488 -1.601  -0.297
C -0.784 1.080 1.317  -0.248
C -0.857 0.245 0.238  0.383
H -0.017 -0.982 -2.534  0.273
H 1.487 -2.801 -1.083  0.285
H 2.071 1.544 0.363  0.311
H -1.664 1.313 1.962  0.379
H -2.722 -0.596 -0.126  0.250
N 1.111 -0.917 -0.305  -0.399
N 0.548 0.412 -0.240  0.180
N 1.248 0.905 0.888  -0.142
N 0.388 1.634 1.736  -0.419
N -1.675 -0.349 -0.613  -0.556

Computed properties:
Gap between HOMO and LUMO in eV: 8.2723
Lowest unoccupied orbital energy in eV: -0.56
Molecular weight in g/mol: 111.11

---

No. 15
Entry from the Open Molecules 2025 dataset: a single C3H5N5O molecule at a distorted geometry (wB97M-V/def2-TZVPD).

Each line ends with the Mulliken charge.
Geometry (Å):
C 0.866 1.756 -0.024  -0.983
C 0.980 0.365 -0.074  0.931
N 2.161 -0.182 0.028  -0.419
N 2.178 -1.534 -0.150  -0.163
N 1.256 -2.231 -0.166  -0.036
O -0.195 -1.719 0.159  -0.386
C -0.264 -0.383 -0.132  0.474
N -1.454 0.164 -0.139  -0.309
N -2.542 -0.813 -0.206  -0.577
H 1.797 2.348 -0.246  0.370
H 0.117 2.113 -0.823  0.295
H 0.563 2.244 0.970  0.238
H -2.156 -1.677 0.475  0.284
H -3.306 -0.453 0.328  0.282

Computed properties:
SMILES string: Cc1nnno/c1=N\N
Gap between HOMO and LUMO in eV: 8.4069
Lowest unoccupied orbital energy in eV: -0.97
Molecular weight in g/mol: 127.11

---

No. 16
Entry from the Open Molecules 2025 dataset: a single C3H5N5O2 molecule at a distorted geometry (wB97M-V/def2-TZVPD).

Each line ends with the Mulliken charge.
Geometry (Å):
N 1.162 -1.204 0.037  -0.709
C -0.075 -0.757 0.566  0.825
N -1.117 -1.644 0.180  -0.547
N 0.011 -0.463 1.928  -0.158
N 0.366 0.691 2.135  -0.512
N 0.394 1.535 1.055  -0.282
C 0.026 0.910 -0.005  0.197
C -0.059 1.080 -1.405  0.513
O 0.246 0.308 -2.260  -0.534
O -0.488 2.322 -1.731  -0.466
H 1.881 -0.526 0.266  0.350
H 0.940 -1.139 -0.956  0.310
H -0.760 -2.623 0.315  0.313
H -1.946 -1.402 0.862  0.347
H -0.583 2.912 -0.987  0.353

Computed properties:
SMILES string: NC1(N)N=NN=C1C(=O)O
Gap between HOMO and LUMO in eV: 8.4463
Lowest unoccupied orbital energy in eV: -1.33
Molecular weight in g/mol: 143.11

---

No. 17
Entry from the Open Molecules 2025 dataset: a single C3H5N5O3 molecule at a distorted geometry (wB97M-V/def2-TZVPD).

Each line ends with the Mulliken charge.
Geometry (Å):
N 1.000 1.463 -0.984  -0.828
N 0.040 0.506 -0.700  0.264
C -0.066 -0.622 -1.410  0.724
O 0.289 -0.685 -2.591  -0.645
C -0.977 -1.574 -0.749  -0.298
N -1.585 -1.307 0.361  -0.585
N -1.336 -0.220 1.106  0.059
C -0.154 0.559 0.844  -0.265
N 1.053 -0.061 1.560  1.051
O 1.282 0.479 2.654  -0.599
O 1.690 -0.934 1.073  -0.545
H 0.552 2.344 -1.361  0.240
H 1.555 1.153 -1.663  0.221
H -1.478 -2.382 -1.213  0.478
H -1.673 -0.323 2.062  0.275
H -0.193 1.603 1.014  0.452

Computed properties:
SMILES string: NN1C(=O)C=NN[C@H]1[N+](=O)[O-]
Gap between HOMO and LUMO in eV: 9.5523
Lowest unoccupied orbital energy in eV: -0.31
Molecular weight in g/mol: 159.10

---

No. 18
Entry from the Open Molecules 2025 dataset: a molecular structure, C3H5NO at a distorted geometry (wB97M-V/def2-TZVPD).

Each line ends with the Mulliken charge.
Geometry (Å):
C 1.621 0.714 0.103  -0.539
C -1.731 -0.709 0.106  -0.360
C 0.979 -0.435 -0.009  -0.278
N -0.890 0.204 0.123  0.404
O -0.902 1.369 -0.030  -0.612
H 2.704 0.857 -0.042  0.237
H 1.036 1.524 0.279  0.324
H -2.738 -0.361 -0.242  0.269
H -1.452 -1.832 0.010  0.182
H 1.374 -1.330 -0.298  0.372

Computed properties:
Gap between HOMO and LUMO (spin up / spin down) in eV: 10.2585 / 10.2591
Lowest unoccupied orbital energy (spin up / spin down) in eV: 0.85 / 0.85
Molecular weight in g/mol: 71.08

---

No. 19
Entry from the Open Molecules 2025 dataset: a single C3H5NO molecule at a distorted geometry (wB97M-V/def2-TZVPD).

Each line ends with the Mulliken charge.
Geometry (Å):
C 0.414 -0.561 1.016  -1.190
C 0.012 0.321 -0.143  0.286
O 0.947 0.160 -1.165  -0.526
C -2.294 0.216 -1.264  -0.130
N -1.310 0.031 -0.645  -0.052
H 0.480 -1.603 0.694  0.335
H -0.312 -0.473 1.827  0.350
H 1.394 -0.232 1.370  0.314
H -0.051 1.366 0.185  0.279
H 0.721 0.774 -1.876  0.335

Computed properties:
Gap between HOMO and LUMO in eV: 11.9909
Lowest unoccupied orbital energy in eV: 0.64
Molecular weight in g/mol: 71.08

---

No. 20
Entry from the Open Molecules 2025 dataset: a molecular structure, C3H5NO at a distorted geometry (wB97M-V/def2-TZVPD).

Each line ends with the Mulliken charge.
Geometry (Å):
C 0.074 2.041 -0.765  -0.092
C -0.849 1.045 -0.774  -0.120
C 1.676 -0.584 1.058  -0.785
N -1.884 2.062 -0.556  -0.210
O -0.872 3.032 -0.692  -0.229
H 1.183 2.102 -0.780  0.367
H 2.015 -1.200 0.222  0.284
H 0.973 0.217 0.952  0.190
H 2.193 -0.710 1.999  0.306
H -2.685 2.027 -1.322  0.288

Computed properties:
Gap between HOMO and LUMO (spin up / spin down) in eV: 9.5503 / 7.1886
Lowest unoccupied orbital energy (spin up / spin down) in eV: 0.08 / -1.72
Molecular weight in g/mol: 71.08

---

ΔE to the lowest compared entry with this formula, charge and spin: 224.5; 274.9; 674.4; 399.2; 171.2; 289.9; 228.7; 803.5; 367.9; 368.3; 259.1; 271.0; 377.2; 948.2; 466.7; 227.1; 168.2; 535.0; 126.3; 857.6 (kJ/mol)